# 1
Molecular formula: C8H11Cl6N
Method: DFT, ωB97M-V with the def2-TZVPD basis set

## Properties
* highest occupied orbital energy (spin up / spin down): 0.019 / -0.154 Eh
* <S²>: 0.762
* frontier orbital gap (spin up / spin down): 1.964 / 6.680 eV
* LUMO (spin up / spin down): 2.49 / 2.48 eV
* M: 333.90 g/mol

```
! wB97M-V def2-TZVPD RIJCOSX def2/J DEFGRID3
* xyz -1 2
N -0.512 -1.279 0.440
C -1.405 -0.558 1.202
C -2.515 -1.169 1.794
C -2.697 -2.513 1.543
C -1.756 -3.305 0.926
C -0.661 -2.604 0.324
H -1.112 0.477 1.292
H -3.277 -0.563 2.263
H -3.572 -2.993 1.954
H -1.844 -4.362 0.719
H 0.189 -3.056 -0.167
C 1.053 1.323 -1.342
Cl 2.120 2.187 -0.243
Cl 1.591 1.403 -3.026
H 0.946 0.299 -0.984
H 0.070 1.773 -1.204
C -1.858 5.525 -0.492
Cl -1.364 3.910 -0.953
Cl -1.564 6.760 -1.829
H -2.910 5.568 -0.209
H -1.262 5.870 0.353
C 4.610 -2.498 -0.522
Cl 3.044 -1.781 -0.972
Cl 4.377 -3.899 0.530
H 5.138 -2.763 -1.438
H 5.171 -1.754 0.043
*
```

Atom charges from the Mulliken analysis, given in e for atoms 1 to 4:
1 N -0.284
2 C -0.569
3 C -0.464
4 C -0.360

---

# 2
Molecular formula: C4H8O3
Method: DFT, ωB97M-V with the def2-TZVPD basis set

## Properties
* highest occupied orbital energy: -0.360 Eh
* frontier orbital gap: 10.691 eV
* LUMO: 0.90 eV
* M: 104.10 g/mol

```
! wB97M-V def2-TZVPD RIJCOSX def2/J DEFGRID3
* xyz 0 1
C -1.240 0.414 0.138
C 0.010 1.221 -0.015
O 1.192 0.672 -0.414
C 1.647 -0.394 0.455
O 0.981 -1.560 0.015
C -0.477 -1.412 -0.492
O -1.338 -0.903 0.501
H -1.630 0.314 -0.885
H -1.933 1.242 0.615
H 0.036 1.578 1.088
H -0.074 2.265 -0.752
H 1.537 -0.071 1.500
H 2.560 -0.533 0.244
H -0.831 -2.458 -0.680
H -0.439 -0.375 -1.317
*
```

Atom charges from the Mulliken analysis, given in e for atoms 1 to 4:
1 C -0.667
2 C -0.329
3 O -0.434
4 C -0.156

---

# 3
Molecular formula: C10H15NO
Method: DFT, ωB97M-V with the def2-TZVPD basis set

## Properties
* highest occupied orbital energy: -0.296 Eh
* frontier orbital gap: 8.928 eV
* LUMO: 0.88 eV
* M: 165.24 g/mol

```
! wB97M-V def2-TZVPD RIJCOSX def2/J DEFGRID3
* xyz 0 1
C -3.598 -0.575 0.167
C -2.219 -0.148 0.543
C -1.246 -1.235 0.895
C -0.978 -0.282 -0.248
C 0.308 1.002 -0.129
C 0.140 1.842 -1.481
O 0.054 1.888 0.905
C 1.564 0.263 -0.008
C 2.472 0.317 1.024
C 3.500 -0.647 0.650
C 3.129 -1.299 -0.544
N 1.884 -0.716 -0.924
H -4.180 -0.684 1.100
H -3.788 -1.516 -0.273
H -3.972 0.164 -0.477
H -2.278 0.747 1.160
H -0.827 -1.213 1.901
H -1.687 -2.220 0.594
H -0.933 -0.655 -1.282
H -0.838 2.268 -1.592
H 0.386 1.202 -2.231
H 0.861 2.569 -1.414
H 0.225 1.395 1.729
H 2.387 0.860 1.889
H 4.366 -0.885 1.182
H 3.681 -1.963 -1.225
H 1.585 -0.478 -1.910
*
```

Atom charges from the Mulliken analysis, given in e for atoms 1 to 4:
1 C -1.806
2 C 0.564
3 C -0.920
4 C -0.078

---

Number 1: energy -3127.283572 hartree. Number 2: energy -382.735439 hartree. Number 3: energy -519.935056 hartree.